1.
Entry from OMol25: a 2-piece molecular cluster, C4H9OS overall in a non-equilibrium geometry (wB97M-V/def2-TZVPD).

CARTESIAN COORDINATES (ANGSTROEM)
C 1.729 1.590 1.932
C 1.031 0.681 0.908
S 0.293 -0.705 1.752
H 2.446 1.087 2.577
H 0.953 2.001 2.586
H 2.194 2.435 1.426
H 1.779 0.299 0.211
H 0.338 1.304 0.345
C -1.173 -0.986 -1.101
C -0.829 -0.537 -2.299
O -1.637 0.311 -2.999
H -0.578 -1.760 -0.638
H -2.132 -0.782 -0.648
H 0.122 -0.765 -2.765
H -1.206 0.561 -3.823

The calculation puts the HOMO energy (alpha / beta) at -8.697 / -8.460 eV. The value obtained for the HOMO-LUMO gap (alpha / beta) is 9.450 / 6.674 eV. The LUMO energy (alpha / beta) comes out at 0.8 / -1.8 eV. As for the expectation value of S²: 0.7527. The energy above the lowest of the compared OMol25 structures with the same formula, charge and spin comes out at 58.77 kJ/mol. Its multiplicity is 2. The total charge is 0.

Results of the Löwdin charge analysis, in e, for atoms 1 through 5: number 1, C, carries -0.209; number 2, C, carries -0.699; number 3, S, carries 0.660; number 4, H, carries 0.060; number 5, H, carries 0.062


2.
Entry from OMol25: a 11-piece molecular cluster, C23H68N6O11 overall in a non-equilibrium geometry (wB97M-V/def2-TZVPD).

CARTESIAN COORDINATES (ANGSTROEM)
C 3.088 3.353 1.654
O 2.285 2.335 2.106
H 3.453 3.233 0.647
H 3.876 3.476 2.419
H 2.607 4.300 1.626
H 2.827 1.524 2.272
C 4.018 -0.781 2.650
O 4.462 0.426 2.086
H 2.845 -0.913 2.622
H 4.489 -0.717 3.627
H 4.516 -1.623 2.065
H 5.336 0.596 2.441
C -2.593 -0.730 1.430
O -1.964 0.421 1.763
N -3.898 -0.858 1.608
N -2.866 -0.826 0.188
H -3.988 -0.427 2.640
H -4.031 -1.880 2.013
H -1.983 -0.408 -0.267
H -2.910 -1.851 0.036
C 0.901 -0.690 -4.196
O -0.019 -1.581 -4.707
N 0.568 0.500 -3.835
N 2.163 -0.857 -4.331
H -0.441 0.803 -3.885
H 1.214 1.108 -3.367
H 2.439 -1.764 -4.741
H 2.919 -0.221 -4.189
C -3.024 1.926 -2.598
O -2.043 1.081 -3.150
N -2.825 2.655 -1.594
N -4.319 1.841 -2.899
H -1.850 2.660 -1.287
H -3.290 3.660 -1.484
H -4.448 1.328 -3.814
H -5.031 2.480 -2.555
C 0.314 -3.389 3.384
C -1.141 -3.552 3.024
C -1.772 -4.818 3.700
O -1.862 -2.643 3.442
H 0.838 -4.300 3.132
H 0.334 -3.325 4.440
H 0.837 -2.508 3.053
H -1.119 -3.750 1.945
H -2.829 -4.606 3.970
H -1.290 -5.168 4.628
H -1.719 -5.805 3.234
H -1.567 -2.459 4.341
C -0.389 1.739 5.698
C 0.235 1.256 4.444
C -0.003 -0.195 4.356
O -0.024 1.903 3.415
H -0.087 1.433 6.746
H -1.453 1.649 5.901
H -0.276 2.846 5.776
H 1.309 1.286 4.416
H -1.057 -0.335 4.479
H 0.528 -0.735 5.125
H 0.194 -0.484 3.310
H 0.739 1.931 2.884
C -3.754 -3.760 -2.637
C -3.471 -2.716 -3.707
C -4.448 -2.684 -4.855
O -3.234 -1.554 -3.336
H -4.689 -3.718 -2.105
H -2.957 -3.742 -1.984
H -3.814 -4.787 -3.083
H -2.585 -3.031 -4.284
H -5.285 -2.059 -4.516
H -4.821 -3.614 -5.154
H -4.165 -2.170 -5.748
H -2.318 -1.401 -3.223
C 3.895 0.569 -1.243
C 3.799 1.800 -2.199
C 4.999 1.741 -3.169
O 2.746 1.882 -2.910
H 4.927 0.469 -1.022
H 3.425 -0.337 -1.699
H 3.358 0.755 -0.240
H 3.953 2.587 -1.544
H 5.205 2.626 -3.821
H 4.856 0.941 -3.779
H 5.938 1.729 -2.620
H 2.532 2.813 -2.922
C 0.141 3.625 -1.756
C 0.120 3.091 -0.377
C -0.303 4.207 0.559
O -0.692 2.166 -0.069
H 0.122 2.913 -2.521
H 1.046 4.143 -2.033
H -0.572 4.336 -1.969
H 1.182 2.804 -0.090
H -1.330 4.598 0.498
H 0.167 5.247 0.635
H -0.165 3.866 1.591
H -0.880 2.129 0.899
C 0.852 -0.780 0.682
C 0.469 -0.904 -0.762
C 0.317 -2.387 -1.198
O -0.581 -0.376 -1.066
H 1.107 0.209 1.032
H 1.796 -1.411 0.691
H 0.189 -1.304 1.424
H 1.296 -0.384 -1.325
H 1.315 -2.810 -1.466
H -0.326 -2.470 -2.118
H -0.081 -2.971 -0.384
H -0.539 0.619 -0.897

The calculation puts the HOMO energy at -7.582 eV. The value obtained for the HOMO-LUMO gap is 7.691 eV. The LUMO energy comes out at 0.1 eV. The energy above the lowest of the compared OMol25 structures with the same formula, charge and spin comes out at 1791.36 kJ/mol. The total charge is 0.

Results of the Löwdin charge analysis, in e, for atoms 1 through 5: number 1, C, carries -0.157; number 2, O, carries -0.145; number 3, H, carries 0.065; number 4, H, carries 0.102; number 5, H, carries 0.072


3.
Entry from OMol25: one molecule with the formula C20H21F2N3O3S in a non-equilibrium geometry (wB97M-V/def2-TZVPD).

CARTESIAN COORDINATES (ANGSTROEM)
O 1.435 -0.439 2.109
C 1.412 0.444 1.265
N 2.024 1.627 1.407
H 1.909 2.330 0.692
C 2.699 2.026 2.625
C 2.023 3.227 3.244
C 2.328 4.595 2.708
C 2.827 4.191 4.061
H 2.368 4.629 4.933
H 3.883 3.998 4.177
H 1.527 5.316 2.647
H 3.048 4.680 1.908
H 1.005 3.033 3.560
H 3.743 2.260 2.394
H 2.666 1.167 3.300
C 0.697 0.299 -0.028
C 0.120 -0.760 -0.696
C -0.403 -0.149 -1.882
N -0.147 1.132 -1.886
O 0.533 1.423 -0.759
C -1.178 -0.808 -2.954
H -0.844 -1.841 -3.059
H -1.118 -0.269 -3.896
S -2.942 -0.966 -2.478
C -3.666 0.589 -2.896
C -5.059 0.625 -2.893
C -5.716 1.796 -3.205
C -4.994 2.940 -3.529
C -3.612 2.904 -3.526
C -2.944 1.735 -3.208
H -1.867 1.738 -3.183
H -3.065 3.800 -3.771
F -5.632 4.084 -3.840
F -7.059 1.821 -3.199
H -5.629 -0.257 -2.648
C 0.083 -2.230 -0.439
O -0.100 -3.011 -1.358
N 0.230 -2.587 0.843
H 0.551 -1.896 1.519
C 0.312 -3.979 1.235
C 1.740 -4.383 1.521
C 2.645 -4.701 0.368
C 2.172 -5.797 1.273
H 2.879 -6.244 1.955
H 1.439 -6.490 0.892
H 3.678 -4.396 0.422
H 2.225 -4.647 -0.625
H 2.176 -3.866 2.367
H -0.091 -4.570 0.410
H -0.311 -4.123 2.123

The calculation puts the HOMO energy at -8.264 eV. The value obtained for the HOMO-LUMO gap is 8.141 eV. The LUMO energy comes out at -0.1 eV. The energy above the lowest of the compared OMol25 structures with the same formula, charge and spin comes out at 4.66 kJ/mol. The total charge is 0.

Results of the Löwdin charge analysis, in e, for atoms 1 through 5: number 1, O, carries 0.064; number 2, C, carries -0.392; number 3, N, carries 0.098; number 4, H, carries 0.148; number 5, C, carries -0.137


4.
Entry from OMol25: an isolated ion of composition C3H3N2O2 and charge +1 in a non-equilibrium geometry (wB97M-V/def2-TZVPD).

CARTESIAN COORDINATES (ANGSTROEM)
C -0.177 0.027 -1.172
C 0.799 -0.884 -0.307
C -0.784 0.772 -0.134
N -0.533 1.460 0.882
N 0.973 -0.636 0.877
O -1.489 -0.217 -0.702
O 1.021 -0.434 1.983
H 0.035 0.191 -2.241
H 1.359 -1.672 -0.813
H -1.206 1.393 1.629

The calculation puts the HOMO energy at -15.783 eV. The value obtained for the HOMO-LUMO gap is 7.881 eV. The LUMO energy comes out at -7.9 eV. The energy above the lowest of the compared OMol25 structures with the same formula, charge and spin comes out at 606.39 kJ/mol. The total charge is +1.

Results of the Löwdin charge analysis, in e, for atoms 1 through 5: number 1, C, carries -0.056; number 2, C, carries 0.130; number 3, C, carries -0.388; number 4, N, carries 0.233; number 5, N, carries 0.049


5.
Entry from OMol25: a 2-piece molecular cluster, C8H8F4N2O2 overall in a non-equilibrium geometry (wB97M-V/def2-TZVPD).

CARTESIAN COORDINATES (ANGSTROEM)
N 1.225 3.504 -0.138
C 0.772 2.635 -0.690
C 0.471 1.518 -1.683
C -0.294 0.360 -0.934
C 0.448 -0.965 -1.246
N 0.936 -1.850 -1.742
C -1.754 0.149 -1.392
F -2.276 -0.838 -0.612
F -1.794 -0.354 -2.672
C -2.662 1.395 -1.277
F -3.945 0.993 -1.616
F -2.350 2.372 -2.177
H 1.424 1.080 -2.039
H -0.044 1.901 -2.580
H -0.189 0.543 0.179
H -2.734 1.789 -0.246
O 0.903 -0.600 1.409
C 1.803 -1.065 2.336
C 1.394 -2.493 2.884
O 2.277 -2.948 3.812
H 1.938 -0.437 3.245
H 2.852 -1.184 1.982
H 1.267 -3.127 1.971
H 0.333 -2.378 3.227

The calculation puts the HOMO energy at 1.831 eV. The value obtained for the HOMO-LUMO gap is 2.928 eV. The LUMO energy comes out at 4.8 eV. The total charge is -2.

Results of the Löwdin charge analysis, in e, for atoms 1 through 5: number 1, N, carries 0.126; number 2, C, carries -0.214; number 3, C, carries -0.101; number 4, C, carries -0.189; number 5, C, carries -0.208


6.
Entry from OMol25: a 21-piece molecular cluster, C9H58NO21 overall in a non-equilibrium geometry (wB97M-V/def2-TZVPD).

CARTESIAN COORDINATES (ANGSTROEM)
C -0.844 -0.636 -2.263
C -0.299 -0.774 -0.761
C 1.206 -0.234 -0.880
C 1.955 -0.002 0.479
C 1.167 1.037 1.300
C -0.348 0.518 1.532
N -1.017 0.086 0.259
O -2.527 -0.048 0.295
C -1.070 1.745 2.157
C -0.306 -0.628 2.558
C -0.213 -2.250 -0.405
H -0.126 -0.602 -3.083
H -1.262 0.368 -2.344
H -1.563 -1.432 -2.456
H 1.177 0.691 -1.455
H 1.938 -0.816 -1.439
H 2.950 0.368 0.231
H 2.145 -0.878 1.100
H 1.187 2.043 0.883
H 1.678 1.195 2.250
H -0.389 2.161 2.900
H -2.087 1.533 2.486
H -1.199 2.446 1.332
H -1.262 -0.818 3.046
H 0.355 -0.460 3.409
H 0.070 -1.589 2.206
H -1.153 -2.667 -0.041
H 0.551 -2.465 0.342
H 0.077 -2.808 -1.295
O -0.555 2.738 -1.096
H -0.896 2.176 -0.401
H 0.324 2.402 -1.267
O 1.839 -3.504 -3.752
H 2.082 -3.900 -2.915
H 2.632 -3.564 -4.285
O 6.581 1.286 1.347
H 6.981 0.417 1.375
H 5.639 1.116 1.314
O 2.191 -2.523 2.887
H 2.330 -3.226 3.521
H 2.919 -1.919 3.036
O 4.078 3.367 1.624
H 3.173 3.675 1.574
H 4.488 3.693 0.823
O 2.885 0.923 -3.822
H 3.112 1.563 -3.147
H 1.977 0.687 -3.634
O -0.455 -5.702 -1.888
H -1.166 -5.959 -1.300
H 0.278 -5.503 -1.306
O -4.566 -2.571 -1.045
H -4.268 -3.477 -0.959
H -3.826 -2.045 -0.742
O -3.675 0.734 -2.216
H -3.214 0.002 -2.625
H -3.454 0.668 -1.287
O 0.349 2.754 -3.897
H 0.781 2.915 -3.058
H 0.967 3.080 -4.551
O -0.227 -4.043 2.664
H -0.076 -4.629 1.921
H 0.383 -3.319 2.526
O -2.992 3.243 -3.380
H -3.098 2.473 -2.822
H -2.573 2.909 -4.174
O 4.050 1.305 3.270
H 3.224 1.421 3.740
H 4.081 2.037 2.654
O -5.124 0.141 2.025
H -4.213 -0.146 1.955
H -5.602 -0.642 2.296
O -4.137 -2.512 -3.960
H -3.605 -3.295 -4.099
H -4.278 -2.483 -3.014
O -2.415 4.783 -0.633
H -1.721 4.202 -0.944
H -3.013 4.863 -1.376
O -2.854 -2.708 1.846
H -2.214 -3.098 2.442
H -2.418 -1.928 1.502
O -0.591 4.480 3.738
H -1.436 4.556 3.294
H -0.555 3.570 4.033
O 1.542 4.500 1.713
H 0.917 4.310 2.413
H 1.065 5.077 1.116
O 2.463 -3.776 -0.721
H 1.876 -3.045 -0.528
H 3.217 -3.635 -0.148

The calculation puts the HOMO energy (alpha / beta) at -10.390 / -10.391 eV. The value obtained for the HOMO-LUMO gap (alpha / beta) is 9.741 / 8.020 eV. The LUMO energy (alpha / beta) comes out at -0.6 / -2.4 eV. As for the expectation value of S²: 0.7560. The energy above the lowest of the compared OMol25 structures with the same formula, charge and spin comes out at 67.56 kJ/mol. Its multiplicity is 2. The total charge is 0.

Results of the Löwdin charge analysis, in e, for atoms 1 through 5: number 1, C, carries 0.009; number 2, C, carries -0.378; number 3, C, carries -0.108; number 4, C, carries -0.142; number 5, C, carries -0.114


Which formula does entry 1 have? C4H9OS


Which of these has the highest total charge? C3H3N2O2


Among the records above, which one has the highest total charge? C3H3N2O2


Which value of total charge does entry 4 give? +1